# C3H6NOP

An isolated molecule of C3H6NOP (wB97M-V/def2-TZVPD, the Open Molecules 2025 dataset).

Results
ΔE to the lowest compared entry with this formula, charge and spin in kJ/mol: 172.40
Maximum force in eV Å⁻¹: 3.53
SMILES string: C/N=P/C(C)=O
LUMO level in hartree: -0.019
Kohn-Sham gap in eV: 8.2
Multiplicity: 1
E in Eh: -589.1805

Last column: Löwdin charge in e.
Positions of all 12 atoms, in Å:
C  -0.843  -1.386  1.727  -0.2661
N  -0.206  -0.505  0.793  -0.3845
P  -0.224  1.108  1.052  0.9853
C  -0.087  1.150  -0.883  -0.7010
C  1.174  0.771  -1.604  -0.0780
O  -1.051  1.458  -1.466  0.0275
H  -1.206  -0.730  2.628  0.0675
H  -0.224  -2.245  2.073  0.0799
H  -1.707  -1.682  1.219  0.0451
H  1.938  1.474  -1.418  0.0529
H  0.972  0.846  -2.718  0.1020
H  1.466  -0.259  -1.403  0.0695

Forces on atoms 1 to 2 (eV/Å):
0.7 1.9 2.9
0.4 2.0 0.3



# C3H6NOS

The ion C3H6NOS with charge -1 (wB97M-V/def2-TZVPD, the Open Molecules 2025 dataset).

Results
ΔE to the lowest compared entry with this formula, charge and spin in kJ/mol: 33.56
Maximum force in eV Å⁻¹: 2.89
Total charge: -1
SMILES string: NC(=O)CC[S-]
LUMO level in hartree: 0.152
Kohn-Sham gap in eV: 7.0
Multiplicity: 1
E in Eh: -646.1530

Last column: Löwdin charge in e.
Positions of all 12 atoms, in Å:
N  -0.538  -0.523  -1.519  0.1197
C  -0.376  -1.098  -0.284  -0.5854
O  -0.828  -2.215  -0.051  -0.0276
C  0.547  -0.346  0.673  -0.2246
C  0.160  1.133  0.845  -0.7266
S  0.707  2.252  -0.524  0.1342
H  -1.056  -1.171  -2.070  0.0822
H  -0.219  0.481  -1.505  -0.0261
H  0.447  -0.796  1.661  0.0967
H  1.544  -0.401  0.227  0.0970
H  0.548  1.522  1.783  0.0245
H  -0.936  1.161  0.764  0.0360

Forces on atoms 1 to 2 (eV/Å):
0.8 0.0 2.8
0.7 -0.1 -0.8



# C3H6NOS

The ion C3H6NOS with charge -1 (wB97M-V/def2-TZVPD, the Open Molecules 2025 dataset).

Results
ΔE to the lowest compared entry with this formula, charge and spin in kJ/mol: 53.23
Maximum force in eV Å⁻¹: 1.56
Total charge: -1
SMILES string: NC(=O)CC[S-]
LUMO level in hartree: 0.136
Kohn-Sham gap in eV: 6.2
Multiplicity: 1
E in Eh: -646.1455

Last column: Löwdin charge in e.
Positions of all 12 atoms, in Å:
N  0.317  1.754  0.186  0.1407
C  -0.517  0.889  -0.479  -0.5761
O  -1.606  1.258  -0.873  0.0158
C  -0.006  -0.511  -0.663  -0.2465
C  -0.155  -1.258  0.670  -0.7498
S  1.281  -2.420  0.973  0.0097
H  0.099  2.731  0.111  0.0877
H  1.304  1.551  0.222  0.0964
H  -0.470  -1.046  -1.487  0.1044
H  1.058  -0.526  -0.914  0.0622
H  -1.106  -1.801  0.704  0.0339
H  -0.200  -0.621  1.552  0.0217

Forces on atoms 1 to 2 (eV/Å):
0.5 0.1 0.0
0.0 -0.1 -0.9



# C3H6NOS

The ion C3H6NOS with charge +1 (wB97M-V/def2-TZVPD, the Open Molecules 2025 dataset).

Results
ΔE to the lowest compared entry with this formula, charge and spin in kJ/mol: 50.82
Maximum force in eV Å⁻¹: 1.93
Total charge: +1
LUMO level (spin up / spin down) in hartree: -0.246 / -0.249
Kohn-Sham gap (spin up / spin down) in eV: 5.9 / 10.3
Multiplicity: 3
E in Eh: -645.6576

Last column: Löwdin charge in e.
Positions of all 12 atoms, in Å:
C  0.889  0.796  -0.459  -0.2223
C  -0.572  1.006  -0.059  -0.3634
C  -1.212  -1.561  0.553  -0.1659
N  1.371  -0.463  0.070  -0.1206
O  2.451  -0.873  -0.222  0.1149
S  -1.601  -0.429  -0.549  1.1419
H  1.021  0.834  -1.546  0.1363
H  1.503  1.604  -0.042  0.1454
H  -0.687  1.152  1.013  0.1032
H  -0.980  1.875  -0.579  0.1010
H  -1.626  -2.551  0.427  0.0636
H  -0.556  -1.390  1.393  0.0658

Forces on atoms 1 to 2 (eV/Å):
-0.2 0.5 -0.2
0.1 -0.1 0.0



# C3H6NOS2

The ion C3H6NOS2 with charge +1 (wB97M-V/def2-TZVPD, the Open Molecules 2025 dataset).

Results
ΔE to the lowest compared entry with this formula, charge and spin in kJ/mol: 98.01
Maximum force in eV Å⁻¹: 4.08
Total charge: +1
SMILES string: S=C1C[NH2+][C@@H](S)O1
LUMO level in hartree: -0.154
Kohn-Sham gap in eV: 9.2
Multiplicity: 1
E in Eh: -1043.9469

Last column: Löwdin charge in e.
Positions of all 13 atoms, in Å:
S  -2.796  1.365  0.700  0.9174
C  -1.392  0.803  0.253  -0.8107
C  -0.501  -0.005  1.263  -0.1047
N  0.786  0.009  0.504  0.0508
C  0.407  0.090  -0.991  -0.5507
S  0.505  -1.642  -1.806  0.8120
O  -0.729  0.820  -0.939  -0.0482
H  -0.390  0.425  2.224  0.1199
H  -0.821  -1.072  1.453  0.1650
H  1.259  0.765  1.077  0.2152
H  1.385  -0.833  0.786  0.2000
H  1.175  0.741  -1.559  0.1664
H  1.112  -1.465  -2.967  -0.1322

Forces on atoms 1 to 2 (eV/Å):
-0.3 0.5 -0.6
0.5 -1.6 1.9



# C3H6NP3

An isolated molecule of C3H6NP3 (wB97M-V/def2-TZVPD, the Open Molecules 2025 dataset).

Results
ΔE to the lowest compared entry with this formula, charge and spin in kJ/mol: 0.00
Maximum force in eV Å⁻¹: 2.48
SMILES string: C=PN(P=C)P=C
LUMO level in hartree: -0.005
Kohn-Sham gap in eV: 8.3
Multiplicity: 1
E in Eh: -1196.6377

Last column: Löwdin charge in e.
Positions of all 13 atoms, in Å:
C  -2.138  1.235  0.013  -0.4084
P  -0.643  1.687  0.573  0.8512
N  0.262  0.017  0.632  -0.9232
P  -0.786  -1.280  1.063  0.7201
C  -0.528  -2.366  -0.167  -0.3687
P  1.909  -0.299  0.388  0.7456
C  2.534  1.114  -0.219  -0.3993
H  -2.896  1.998  -0.061  -0.0201
H  -2.409  0.237  -0.294  -0.0474
H  -1.019  -3.321  -0.137  -0.0277
H  0.148  -2.177  -0.989  -0.0247
H  3.592  1.138  -0.420  -0.0362
H  1.974  2.018  -0.383  -0.0612

Forces on atoms 1 to 2 (eV/Å):
0.9 0.1 0.2
0.8 -2.1 -0.1



# C3H6NS

A structure of composition C3H6NS (wB97M-V/def2-TZVPD, the Open Molecules 2025 dataset).

Results
ΔE to the lowest compared entry with this formula, charge and spin in kJ/mol: 0.00
Maximum force in eV Å⁻¹: 5.11
Total charge: +1
LUMO level in hartree: -0.156
Kohn-Sham gap in eV: 9.2
Multiplicity: 1
E in Eh: -570.5180

Last column: Löwdin charge in e.
Positions of all 11 atoms, in Å:
C  -0.235  -0.431  1.233  -0.1991
C  0.822  -0.093  1.972  -0.2719
C  0.384  -0.603  -0.094  -0.5482
N  0.035  0.463  -1.106  0.1496
S  2.022  -0.204  0.626  0.9412
H  -1.275  -0.454  1.432  0.1045
H  1.010  -0.078  3.056  0.1053
H  0.568  -1.650  -0.518  0.1554
H  -0.993  0.585  -1.452  0.2227
H  0.669  0.361  -2.042  0.2437
H  0.353  1.287  -0.702  0.0967

Forces on atoms 1 to 2 (eV/Å):
-0.4 0.7 0.1
0.5 -1.1 0.0



# C3H6O

A cluster of 2 separate species, C3H6O in total (wB97M-V/def2-TZVPD, the Open Molecules 2025 dataset).

Results
ΔE to the lowest compared entry with this formula, charge and spin in kJ/mol: 413.87
Maximum force in eV Å⁻¹: 0.53
LUMO level in hartree: -0.019
Kohn-Sham gap in eV: 9.2
Multiplicity: 1
E in Eh: -192.9856

Last column: Löwdin charge in e.
Positions of all 10 atoms, in Å:
C  0.671  1.087  0.715  -0.0085
C  0.129  -0.657  -1.019  0.1236
C  -0.889  -1.252  -0.286  -0.4768
O  -1.317  -1.401  0.835  0.0257
H  -0.189  0.740  1.289  0.0376
H  0.439  1.986  0.142  0.0468
H  1.526  1.258  1.373  0.0493
H  -0.181  0.125  -1.720  0.0603
H  1.028  0.278  0.022  -0.0075
H  -1.259  -1.865  -1.190  0.1495

Forces on atoms 1 to 2 (eV/Å):
-0.1 0.1 0.0
-0.3 -0.1 0.1



# C3H6O

A cluster of 4 separate species, C3H6O in total (wB97M-V/def2-TZVPD, the Open Molecules 2025 dataset).

Results
ΔE to the lowest compared entry with this formula, charge and spin in kJ/mol: 561.07
Maximum force in eV Å⁻¹: 2.67
LUMO level in hartree: 0.005
Kohn-Sham gap in eV: 10.2
Multiplicity: 1
E in Eh: -192.9295

Last column: Löwdin charge in e.
Positions of all 10 atoms, in Å:
C  0.342  -0.520  1.601  -0.2504
O  1.129  -0.997  0.744  -0.1503
H  0.707  -0.435  -0.634  0.0383
H  -0.369  -1.202  2.095  0.0915
H  0.738  0.213  2.323  0.0914
H  -0.687  0.564  -0.041  0.0965
C  0.061  0.212  -1.341  -0.1068
C  -0.366  0.628  -2.394  0.0655
H  -0.842  1.106  -3.213  0.0254
H  -0.713  0.430  0.861  0.0989

Forces on atoms 1 to 2 (eV/Å):
2.0 -1.7 0.6
-0.9 0.6 0.7



# C3H6O

An isolated molecule of C3H6O (wB97M-V/def2-TZVPD, the Open Molecules 2025 dataset).

Results
ΔE to the lowest compared entry with this formula, charge and spin in kJ/mol: 127.84
Maximum force in eV Å⁻¹: 2.30
SMILES string: C=CCO
LUMO level in hartree: 0.037
Kohn-Sham gap in eV: 10.8
Multiplicity: 1
E in Eh: -193.0945

Last column: Löwdin charge in e.
Positions of all 10 atoms, in Å:
C  -0.010  1.017  1.137  0.0136
C  0.127  -0.251  0.749  -0.1730
C  -0.241  -0.745  -0.603  -0.2400
O  -0.012  0.296  -1.623  -0.1091
H  0.186  1.399  2.127  0.0520
H  -0.606  1.660  0.498  0.0622
H  0.592  -0.977  1.406  0.0903
H  -1.285  -0.952  -0.846  0.1174
H  0.381  -1.611  -0.845  0.1082
H  0.868  0.164  -2.001  0.0782

Forces on atoms 1 to 2 (eV/Å):
-1.2 -0.6 -0.3
0.1 0.5 0.9